1.
ORCA calculation (ωB97M-V/def2-TZVPD) on a cluster of 13 separate species, C66H169N11O24 in total at a distorted geometry.

Relative energy (zero: lowest compared OMol25 entry of this formula, charge and spin), kcal/mol: 23.3
HOMO, eV: -8.43
Orbital gap, eV: 8.9573

Each atom is followed by the atoms it is bonded to, with distances in Å.
Atoms and positions in Å:
1 H -1.094 -1.393 0.415  C261 1.091
2 H 2.329 -6.469 5.310  C217 1.104
3 H -4.043 -6.709 -6.422  C243 1.070
4 H -3.001 7.290 -1.269  C96 1.139
5 H -2.910 -1.257 -6.414  C30 1.094
6 H 0.956 -0.646 -3.590  C46 1.086
7 H 3.186 -8.637 6.222  C260 1.087
8 H -5.719 -0.430 -0.704  C66 1.102
9 C -3.414 -3.555 10.772  H14 1.106, H16 1.112, H41 1.073, O76 1.426
10 H 3.458 -1.345 2.481  C246 1.087
11 H 1.926 2.198 0.762  C74 1.098
12 C -1.632 0.608 -4.944  O161 1.427, H176 1.087, H184 1.118, C199 1.553
13 H -4.078 0.264 -0.559  C66 1.088
14 H -4.002 -2.621 10.841  C9 1.106
15 C 1.725 3.581 -1.472  H77 1.105, H91 1.099, H255 1.092, O263 1.430
16 H -4.120 -4.390 10.977  C9 1.112
17 H -5.929 -4.030 -2.684  C152 1.094
18 C 0.029 2.322 1.615  C74 1.533, N95 1.492, H98 1.111, H222 1.109
19 C 2.898 -6.856 -2.743  O71 1.408, C110 1.534, H130 1.062, H248 1.092
20 H 2.420 0.684 -2.376  C55 1.094
21 H 1.965 -4.028 -4.073  C89 1.130
22 H -0.030 -7.669 3.587  C190 1.100
23 H 6.213 1.358 -4.165  C60 1.129
24 H -2.679 8.401 -2.595  C96 1.092
25 H 1.658 7.906 -4.107  C172 1.106
26 H -4.246 -1.458 1.193  C39 1.073
27 C 2.610 -4.189 4.016  O75 1.420, H164 1.103, C203 1.536, H229 1.100
28 H 5.405 5.651 -4.647  C111 1.108
29 H 0.353 5.937 -0.649  O113 0.984
30 C -2.123 -1.567 -5.719  H5 1.094, H64 1.101, O161 1.436, H218 1.113
31 H -0.893 7.968 -4.628  C121 1.122
32 H 4.331 -5.176 6.022  N134 1.030
33 C 3.233 1.487 -8.703  O62 1.442, H73 1.092, H144 1.095, H147 1.099
34 H 3.012 4.152 8.475  C158 1.080
35 H -1.208 -4.063 7.475  C270 1.091
36 H 4.859 3.332 -5.052  C266 1.091
37 C -3.920 -6.015 4.868  C124 1.519, H206 1.091, O208 1.425, H256 1.132
38 C -0.440 -6.820 0.433  H122 1.088, C200 1.491, H234 1.112, O259 1.435
39 C -5.147 -1.088 1.643  H26 1.073, O171 1.447, H223 1.054, H268 1.088
40 C 1.202 2.901 -6.003  C48 1.483, H99 1.084, N215 1.463, H235 1.100
41 H -2.595 -3.672 11.455  C9 1.073
42 H -2.091 0.319 1.991  C109 1.083
43 H 3.145 -5.169 -4.921  C89 1.104
44 H 6.634 1.525 -2.393  C60 1.090
45 H -1.062 4.845 -4.692  C244 1.101
46 C 0.832 -1.331 -2.758  H6 1.086, O104 1.453, H141 1.090, H204 1.082
47 H 0.072 5.960 -6.718  C213 1.070
48 C 2.070 2.900 -7.206  C40 1.483, O62 1.434, H123 1.105, H202 1.088
49 N -2.100 6.469 -5.672  H67 1.030, C121 1.478, C244 1.477
50 H -5.234 -7.362 2.978  C205 1.136
51 H -3.544 5.178 -0.049  C232 1.129
52 C -5.670 -8.217 -8.177  H102 1.097, H145 1.123, O236 1.418, H242 1.107
53 N 1.410 -7.613 -0.843  C110 1.468, H187 1.023, C200 1.465
54 O 0.952 6.051 -4.958  C172 1.438, C213 1.413
55 C 2.183 0.066 -1.505  H20 1.094, O104 1.422, C156 1.536, H226 1.074
56 H -0.754 1.083 0.269  N95 1.004
57 H 1.153 -8.163 -2.816  C110 1.102
58 H 4.887 1.368 -2.956  C60 1.091
59 H 1.440 3.941 4.170  C86 1.094
60 C 5.890 1.750 -3.156  H23 1.129, H44 1.090, H58 1.091, O194 1.419
61 H -3.802 2.363 1.080  C252 1.085
62 O 2.844 1.699 -7.331  C33 1.442, C48 1.434
63 H -5.047 3.606 1.106  C252 1.080
64 H -2.629 -1.855 -4.784  C30 1.101
65 H 1.556 4.101 6.702  C85 1.092
66 C -5.112 0.361 -0.234  H8 1.102, H13 1.088, C125 1.532, O171 1.421
67 H -2.986 6.966 -5.503  N49 1.030
68 O -4.145 -3.148 -3.292  C84 1.394, C152 1.406
69 H 2.590 -0.216 4.491  C116 1.072
70 H -0.466 9.653 1.346  C90 1.077
71 O 2.039 -5.865 -3.254  C19 1.408, C89 1.402
72 H 3.096 6.589 -0.881  C151 1.065
73 H 2.441 1.075 -9.332  C33 1.092
74 C 1.138 2.963 0.773  H11 1.098, C18 1.533, H169 1.102, O263 1.429
75 O 2.216 -3.442 5.158  C27 1.420, C94 1.438
76 O -2.993 -3.709 9.417  C9 1.426, C210 1.416
77 H 2.346 4.494 -1.429  C15 1.105
78 H 2.929 7.161 0.770  C151 1.105
79 N 2.814 -0.559 0.710  C156 1.496, C246 1.443, H249 1.016
80 H 3.778 -7.508 9.454  C224 1.092
81 C -2.248 5.846 -3.226  H88 1.125, H181 1.101, O196 1.461, C244 1.528
82 H 4.189 -5.070 3.117  C203 1.089
83 O -2.566 4.602 1.747  C232 1.408, C233 1.398
84 C -3.588 -3.122 -2.015  O68 1.394, H100 1.100, H245 1.131, H258 1.128
85 C 2.368 3.872 6.009  H65 1.092, C86 1.565, O87 1.382, H185 1.081
86 C 2.227 4.560 4.611  H59 1.094, C85 1.565, N128 1.436, H227 1.072
87 O 3.580 4.226 6.571  C85 1.382, C158 1.400
88 H -1.413 6.551 -2.962  C81 1.125
89 C 2.721 -4.858 -3.950  H21 1.130, H43 1.104, O71 1.402, H162 1.097
90 C 0.283 9.631 2.119  H70 1.077, H193 1.094, H197 1.111, O220 1.400
91 H 2.496 2.803 -1.390  C15 1.099
92 H -4.609 -8.181 -5.963  C243 1.060
93 H 4.898 -8.114 6.083  C260 1.132
94 C 0.846 -3.007 5.103  O75 1.438, H133 1.053, H140 1.096, H225 1.084
95 N -0.189 0.943 1.087  C18 1.492, H56 1.004, C109 1.475
96 C -3.391 7.636 -2.282  H4 1.139, H24 1.092, H175 1.104, O196 1.396
97 C -2.050 -3.406 1.721  H112 1.096, H115 1.084, H214 1.117, O228 1.369
98 H -0.918 2.898 1.557  C18 1.111
99 H 1.841 2.610 -5.178  C40 1.084
100 H -3.044 -4.053 -1.798  C84 1.100
101 H -2.203 -4.727 4.980  C124 1.119
102 H -5.114 -9.089 -7.809  C52 1.097
103 O 3.720 -7.137 7.557  C224 1.401, C260 1.454
104 O 1.915 -1.300 -1.789  C46 1.453, C55 1.422
105 C 1.842 6.590 3.477  N128 1.428, C136 1.535, H180 1.092, H198 1.082
106 H 1.451 -0.308 3.209  C116 1.108
107 N 4.602 5.811 -2.683  C111 1.473, H120 1.001, C170 1.456
108 H 3.592 1.257 -0.379  C156 1.103
109 C -1.028 0.116 1.974  H42 1.083, N95 1.475, H183 1.081, C261 1.552
110 C 2.000 -7.947 -2.145  C19 1.534, N53 1.468, H57 1.102, H138 1.104
111 C 4.631 5.176 -4.012  H28 1.108, N107 1.473, H241 1.069, C266 1.528
112 H -2.865 -3.885 2.275  C97 1.096
113 O 0.522 6.900 -0.538  H29 0.984, H127 0.970
114 H -2.004 -6.408 5.536  C124 1.098
115 H -1.200 -4.028 1.982  C97 1.084
116 C 2.016 0.410 3.837  H69 1.072, H106 1.108, H168 1.099, O247 1.390
117 H -2.016 6.502 1.229  C233 1.108
118 H 6.130 7.256 -1.144  C160 1.113
119 H -3.684 -4.553 7.191  N159 1.041
120 H 5.374 5.414 -2.185  N107 1.001
121 C -0.980 7.432 -5.610  H31 1.122, N49 1.478, C213 1.519, H216 1.069
122 H -1.497 -6.567 0.449  C38 1.088
123 H 2.698 3.806 -7.280  C48 1.105
124 C -2.672 -5.538 5.591  C37 1.519, H101 1.119, H114 1.098, N159 1.443
125 C -5.664 1.731 -0.643  C66 1.532, H142 1.099, H178 1.087, N251 1.505
126 H 3.734 7.738 -2.888  C170 1.067
127 H 0.574 7.032 0.421  O113 0.970
128 N 1.908 5.952 4.753  C86 1.436, C105 1.428, H192 0.985
129 H -1.374 2.429 -1.541  O191 0.937
130 H 3.419 -7.325 -3.540  C19 1.062
131 H -1.223 -4.776 9.856  C210 1.084
132 H 4.323 6.094 0.330  C151 1.121
133 H 0.639 -2.469 5.985  C94 1.053
134 N 4.345 -5.693 5.132  H32 1.030, C203 1.477, C217 1.455
135 H -0.773 5.175 0.914  C233 1.083
136 C 1.125 7.942 3.602  C105 1.535, O220 1.415, H250 1.074, H269 1.088
137 C -5.494 -4.314 -4.820  H143 1.115, C152 1.502, H212 1.066, N262 1.481
138 H 2.574 -8.883 -2.035  C110 1.104
139 H -2.877 2.151 -1.421  O191 0.970
140 H 0.644 -2.385 4.224  C94 1.096
141 H 0.782 -2.338 -3.173  C46 1.090
142 H -6.400 2.109 0.081  C125 1.099
143 H -4.576 -4.439 -5.441  C137 1.115
144 H 4.035 0.743 -8.736  C33 1.095
145 H -5.093 -7.707 -8.994  C52 1.123
146 H 5.611 8.852 -1.741  C160 1.085
147 H 3.596 2.454 -9.078  C33 1.099
148 H -4.557 -6.496 1.644  C205 1.090
149 H -6.214 -7.518 -4.495  C211 1.071
150 H 3.849 3.252 -3.540  C266 1.069
151 C 3.649 6.914 -0.031  H72 1.065, H78 1.105, H132 1.121, O177 1.395
152 C -5.096 -4.179 -3.377  H17 1.094, O68 1.406, C137 1.502, H239 1.114
153 H 3.358 -7.259 4.171  C217 1.097
154 H 0.404 7.039 -3.171  C172 1.090
155 H 4.699 0.590 3.419  C257 1.123
156 C 3.321 0.193 -0.480  C55 1.536, N79 1.496, H108 1.103, H174 1.092
157 H 5.053 -8.461 8.536  C224 1.103
158 C 3.788 3.721 7.860  H34 1.080, O87 1.400, H221 1.088, H254 1.099
159 N -2.984 -5.294 6.979  H119 1.041, C124 1.443, C270 1.479
160 C 5.263 7.851 -1.509  H118 1.113, H146 1.085, C170 1.491, O177 1.443
161 O -1.114 -0.553 -5.592  C12 1.427, C30 1.436
162 H 3.555 -4.535 -3.315  C89 1.097
163 H -1.135 -5.813 7.579  C270 1.100
164 H 1.914 -5.030 3.859  C27 1.103
165 H -0.222 -6.654 -1.632  C200 1.099
166 H 0.360 1.150 -4.168  C199 1.126
167 H -0.624 -8.341 -1.027  C200 1.095
168 H 1.304 0.992 4.439  C116 1.099
169 H 1.596 3.808 1.312  C74 1.102
170 C 4.679 7.263 -2.749  N107 1.456, H126 1.067, C160 1.491, H240 1.107
171 O -5.211 0.282 1.181  C39 1.447, C66 1.421
172 C 1.251 6.911 -3.845  H25 1.106, O54 1.438, H154 1.090, H238 1.105
173 H 0.480 1.106 -6.555  N215 0.996
174 H 4.149 -0.313 -0.982  C156 1.092
175 H -4.404 8.047 -2.124  C96 1.104
176 H -2.018 0.379 -3.954  C12 1.087
177 O 4.380 8.048 -0.385  C151 1.395, C160 1.443
178 H -6.164 1.692 -1.607  C125 1.087
179 H -5.595 -5.571 2.819  C205 1.088
180 H 2.734 6.659 2.850  C105 1.092
181 H -2.134 5.015 -2.513  C81 1.101
182 H -2.725 -5.694 9.522  C210 1.092
183 H -0.690 0.179 2.999  C109 1.081
184 H -2.286 1.165 -5.661  C12 1.118
185 H 2.296 2.797 5.909  C85 1.081
186 H 0.050 -1.780 1.683  C261 1.087
187 H 1.612 -8.271 -0.086  N53 1.023
188 H 3.376 -8.937 8.420  C224 1.083
189 H -2.870 4.706 -4.831  C244 1.106
190 C -0.215 -6.977 2.752  H22 1.100, H219 1.110, O259 1.411, H265 1.113
191 O -2.031 1.790 -1.732  H129 0.937, H139 0.970
192 H 2.560 6.387 5.350  N128 0.985
193 H 1.052 10.399 1.992  C90 1.094
194 O 5.795 3.162 -3.269  C60 1.419, C266 1.399
195 H 4.473 1.503 1.981  C257 1.095
196 O -3.552 6.481 -3.050  C81 1.461, C96 1.396
197 H -0.264 9.959 3.028  C90 1.111
198 H 1.221 5.905 2.915  C105 1.082
199 C -0.440 1.595 -4.823  C12 1.553, H166 1.126, N215 1.463, H237 1.089
200 C -0.043 -7.426 -0.871  C38 1.491, N53 1.465, H165 1.099, H167 1.095
201 H 4.760 -0.974 1.438  C246 1.078
202 H 1.456 2.969 -8.102  C48 1.088
203 C 4.068 -4.657 4.117  C27 1.536, H82 1.089, N134 1.477, H267 1.075
204 H -0.077 -1.113 -2.212  C46 1.082
205 C -4.836 -6.339 2.686  H50 1.136, H148 1.090, H179 1.088, O208 1.436
206 H -4.747 -5.326 5.046  C37 1.091
207 H -2.310 3.917 -0.180  C232 1.085
208 O -3.658 -6.095 3.469  C37 1.425, C205 1.436
209 H -4.874 3.489 -1.411  N251 1.037
210 C -2.127 -4.818 9.259  O76 1.416, H131 1.084, H182 1.092, C270 1.536
211 C -5.543 -6.737 -4.793  H149 1.071, C243 1.518, N262 1.482, H264 1.099
212 H -6.085 -3.489 -5.146  C137 1.066
213 C 0.306 6.732 -6.014  H47 1.070, O54 1.413, C121 1.519, H253 1.123
214 H -2.186 -3.566 0.624  C97 1.117
215 N 0.115 1.932 -6.135  C40 1.463, H173 0.996, C199 1.463
216 H -1.207 8.223 -6.292  C121 1.069
217 C 3.378 -6.780 5.157  H2 1.104, N134 1.455, H153 1.097, C260 1.541
218 H -1.727 -2.479 -6.220  C30 1.113
219 H 0.576 -6.199 2.742  C190 1.110
220 O 0.731 8.316 2.296  C90 1.400, C136 1.415
221 H 3.611 2.647 7.849  C158 1.088
222 H 0.465 2.275 2.634  C18 1.109
223 H -6.003 -1.654 1.401  C39 1.054
224 C 4.019 -8.076 8.553  H80 1.092, O103 1.401, H157 1.103, H188 1.083
225 H 0.242 -3.898 4.978  C94 1.084
226 H 1.316 0.497 -1.038  C55 1.074
227 H 3.102 4.272 4.062  C86 1.072
228 O -1.984 -2.102 2.131  C97 1.369, C261 1.437
229 H 2.666 -3.577 3.104  C27 1.100
230 H -1.136 5.669 2.545  C233 1.077
231 H -6.778 -5.556 -5.795  N262 1.034
232 C -3.089 4.289 0.478  H51 1.129, O83 1.408, H207 1.085, C252 1.498
233 C -1.557 5.551 1.560  O83 1.398, H117 1.108, H135 1.083, H230 1.077
234 H 0.213 -5.926 0.540  C38 1.112
235 H 0.722 3.862 -5.762  C40 1.100
236 O -6.008 -7.376 -7.087  C52 1.418, C243 1.450
237 H -0.827 2.525 -4.408  C199 1.089
238 H 2.039 6.354 -3.307  C172 1.105
239 H -4.617 -5.137 -3.073  C152 1.114
240 H 5.372 7.568 -3.556  C170 1.107
241 H 3.709 5.303 -4.537  C111 1.069
242 H -6.616 -8.543 -8.650  C52 1.107
243 C -4.949 -7.189 -6.115  H3 1.070, H92 1.060, C211 1.518, O236 1.450
244 C -2.017 5.390 -4.667  H45 1.101, N49 1.477, C81 1.528, H189 1.106
245 H -4.463 -2.964 -1.315  C84 1.131
246 C 3.801 -0.605 1.762  H10 1.087, N79 1.443, H201 1.078, C257 1.552
247 O 2.816 1.275 3.100  C116 1.390, C257 1.404
248 H 3.505 -6.403 -1.957  C19 1.092
249 H 2.009 -0.027 1.028  N79 1.016
250 H 0.227 7.758 4.162  C136 1.074
251 N -4.563 2.751 -0.751  C125 1.505, H209 1.037, C252 1.482
252 C -4.168 3.256 0.585  H61 1.085, H63 1.080, C232 1.498, N251 1.482
253 H 0.970 7.505 -6.485  C213 1.123
254 H 4.784 4.011 8.224  C158 1.099
255 H 1.248 3.568 -2.454  C15 1.092
256 H -4.237 -7.057 5.178  C37 1.132
257 C 3.984 0.713 2.561  H155 1.123, H195 1.095, C246 1.552, O247 1.404
258 H -2.960 -2.213 -1.789  C84 1.128
259 O -0.176 -7.696 1.539  C38 1.435, C190 1.411
260 C 3.834 -7.765 6.251  H7 1.087, H93 1.132, O103 1.454, C217 1.541
261 C -0.933 -1.357 1.493  H1 1.091, C109 1.552, H186 1.087, O228 1.437
262 N -6.369 -5.508 -4.847  C137 1.481, C211 1.482, H231 1.034
263 O 0.687 3.422 -0.503  C15 1.430, C74 1.429
264 H -4.740 -6.626 -4.051  C211 1.099
265 H -1.166 -6.428 2.936  C190 1.113
266 C 4.719 3.651 -4.018  H36 1.091, C111 1.528, H150 1.069, O194 1.399
267 H 4.789 -3.866 4.222  C203 1.075
268 H -4.910 -1.056 2.704  C39 1.088
269 H 1.693 8.695 4.145  C136 1.088
270 C -1.782 -4.943 7.767  H35 1.091, N159 1.479, H163 1.100, C210 1.536


2.
ORCA calculation (ωB97M-V/def2-TZVPD) on an isolated molecule of C7H11NO at a distorted geometry.

Structure (SMILES): C=C(C)[C@H]1CC(=O)N1C
Relative energy (zero: lowest compared OMol25 entry of this formula, charge and spin), kcal/mol: 44.0
HOMO, eV: -9.23
Orbital gap, eV: 10.0497

Each atom is followed by the atoms it is bonded to, with distances in Å.
Atoms and positions in Å:
1 H -0.989 -2.025 -1.069  C2 1.092
2 C -1.711 -1.207 -1.028  H1 1.092, C9 1.567, H11 1.097, H16 1.045
3 H 1.404 -1.557 1.925  C14 1.126
4 O 3.015 -0.711 -0.568  C5 1.242
5 C 1.933 -0.613 0.035  O4 1.242, N12 1.349, C14 1.512
6 H 0.563 -2.327 0.519  C14 1.111
7 C 0.104 -0.138 0.862  C9 1.607, N12 1.460, C14 1.494, H18 1.119
8 H 1.804 2.478 0.380  C17 1.104
9 C -1.302 -0.183 0.084  C2 1.567, C7 1.607, C10 1.363
10 C -2.122 0.873 0.342  C9 1.363, H15 1.068, H20 1.082
11 H -1.735 -0.877 -2.074  C2 1.097
12 N 1.142 0.480 0.041  C5 1.349, C7 1.460, C17 1.436
13 H 2.280 1.648 -1.145  C17 1.111
14 C 0.957 -1.365 0.910  H3 1.126, C5 1.512, H6 1.111, C7 1.494
15 H -3.067 1.127 -0.086  C10 1.068
16 H -2.618 -1.630 -0.727  C2 1.045
17 C 1.453 1.803 -0.420  H8 1.104, N12 1.436, H13 1.111, H19 1.058
18 H 0.086 0.404 1.841  C7 1.119
19 H 0.648 2.247 -0.943  C17 1.058
20 H -1.844 1.573 1.119  C10 1.082


Question: Look up the orbital gap of the second one.
Answer: 10.0497 eV


Question: orbital gap of number 2 (C7H11NO)?
Answer: 10.0497 eV